This record from OMol25 describes C21H30N3O9RbTe as an isolated structure. The level of theory is the ωB97M-V functional and the def2-TZVPD basis.

Calculated values
- 2S+1 = 1
- relative energy (zero: lowest compared OMol25 entry of this formula, charge and spin) (eV) = 0.408
- HOMO-LUMO gap (eV) = 4.60
- charge = -2

```
65
C21H30N3O9RbTe, DFT the ωB97M-V functional and the def2-TZVPD basis
Rb -0.14579 -0.49082 0.37268
C 1.33091 -2.13218 -2.85272
O 1.63363 -1.70073 -1.54774
C 2.83142 -0.97414 -1.41499
C 2.76690 0.49342 -1.91969
O 1.43426 0.79673 -2.29340
C 1.03299 2.13749 -2.09522
C -0.42073 2.18399 -2.50034
O -1.16917 1.39934 -1.59897
C -2.47476 1.13116 -2.06362
H 2.16410 -2.71839 -3.26635
H 1.11951 -1.28622 -3.51318
H 0.45487 -2.77423 -2.76751
H 3.64423 -1.51394 -1.92122
H 3.04753 -0.96963 -0.34581
H 3.43038 0.63992 -2.78369
H 3.08545 1.15500 -1.11086
H 1.61820 2.83708 -2.71119
H 1.16689 2.41293 -1.04406
H -0.52071 1.76000 -3.51009
H -0.79460 3.21812 -2.52713
H -3.06863 2.05350 -2.13100
H -2.94409 0.44437 -1.36128
H -2.44019 0.65428 -3.05201
C 0.72396 -2.34544 3.77405
C 1.59156 -1.14447 3.64348
N 1.86718 -0.53352 2.51446
C 2.60312 0.58471 2.82406
C 2.78953 0.64504 4.17789
N 2.16669 -0.50121 4.69085
C 3.54926 1.56704 5.03256
O 4.17469 0.93556 6.09570
O 3.73832 2.73695 4.84309
C 3.08583 1.48708 1.69386
O 4.30175 1.72768 1.65813
O 2.16923 1.83284 0.91279
H -0.29514 -2.11518 3.45325
H 0.71166 -2.71543 4.80119
H 1.07739 -3.13694 3.11282
H 1.88966 -0.63654 5.64999
H 4.17643 -0.01340 5.92007
N -3.78696 2.26289 1.19779
C -4.66386 1.11158 1.43773
C -4.03430 -0.00874 2.24357
C -2.80611 -0.65595 1.58583
O -1.94249 -1.12023 2.36389
O -2.76692 -0.65179 0.32925
H -2.97747 1.93904 0.67535
H -3.42115 2.59291 2.08598
H -4.97721 0.72448 0.46660
H -5.56247 1.47713 1.94688
H -4.76595 -0.81253 2.38965
H -3.74623 0.33944 3.23992
Te -1.40819 -4.07837 0.32291
C -0.63905 -5.94642 -0.35770
C -0.83971 -6.39425 -1.67255
C -0.35409 -7.61824 -2.11795
C 0.35917 -8.45164 -1.26476
C 0.57708 -8.02882 0.04142
C 0.08895 -6.80412 0.48178
H -1.39677 -5.76102 -2.35303
H -0.53540 -7.92144 -3.14497
H 0.73668 -9.40718 -1.61083
H 1.13583 -8.65739 0.72841
H 0.26798 -6.49377 1.50433
```

This record from OMol25 describes C43H55AsF11P2RhSSi as an isolated structure. The level of theory is the ωB97M-V functional and the def2-TZVPD basis.

Calculated values
- 2S+1 = 6
- relative energy (zero: lowest compared OMol25 entry of this formula, charge and spin) (eV) = 0.000
- HOMO-LUMO gap (alpha / beta) (eV) = 7.28 / 6.40
- charge = +1

```
115
C43H55AsF11P2RhSSi, DFT the ωB97M-V functional and the def2-TZVPD basis
Rh -0.04655 1.67999 0.04577
C -0.53899 1.84926 4.05367
Si -0.05071 1.07265 2.43876
C 1.62451 0.23900 2.65161
C 2.03475 -0.11105 3.94281
C 3.31468 -0.57833 4.19750
C 4.22728 -0.68138 3.15889
C 3.84321 -0.34806 1.86911
C 2.54636 0.09067 1.60082
P 2.08781 0.54910 -0.10388
C 3.29656 1.81609 -0.66922
C 3.35881 2.94520 0.37904
C 4.30371 4.03609 -0.12163
C 5.75150 3.50265 -0.24383
C 5.80801 1.97049 -0.21065
C 4.72043 1.35109 -1.08968
C 2.16011 -0.93005 -1.18588
C 3.22808 -2.00626 -0.91153
C 3.34803 -2.95658 -2.12627
C 2.04399 -3.03122 -2.91732
C 1.72195 -1.67015 -3.55436
C 2.16246 -0.49475 -2.65876
C -1.31256 -0.32721 2.01874
C -1.29370 -1.33367 2.98941
C -2.19870 -2.38312 2.95281
C -3.14003 -2.45550 1.93371
C -3.16153 -1.48307 0.94897
C -2.25141 -0.42508 0.97325
P -2.25369 0.81723 -0.33993
C -3.64539 2.01011 -0.15089
C -3.38576 2.97467 1.03318
C -3.87244 2.44259 2.38272
C -5.35007 2.07248 2.31726
C -5.56601 0.99267 1.26156
C -5.08420 1.46500 -0.11234
C -2.05101 -0.02789 -1.98132
C -2.22623 0.98680 -3.12726
C -3.68486 1.12250 -3.57143
C -4.27875 -0.23316 -3.95144
C -4.16865 -1.22978 -2.79788
C -2.72726 -1.36479 -2.31741
H -1.06056 1.13043 4.69221
H -1.20030 2.70361 3.89488
H 0.35357 2.20870 4.56975
H 1.34561 -0.00799 4.77471
H 3.60750 -0.83572 5.20783
H 5.23949 -1.01350 3.35001
H 4.57389 -0.41661 1.07569
H 2.79721 2.23036 -1.54760
H 3.71462 2.55444 1.33635
H 2.36850 3.36207 0.55412
H 4.26579 4.89384 0.54883
H 3.93678 4.38684 -1.08864
H 6.36772 3.89486 0.56681
H 6.19838 3.85835 -1.17484
H 5.69901 1.61702 0.81788
H 6.78476 1.63020 -0.55827
H 4.81728 0.26920 -1.09473
H 4.88682 1.67099 -2.12105
H 1.20317 -1.42727 -0.97950
H 2.95145 -2.56120 -0.01226
H 4.20564 -1.57152 -0.72456
H 3.64501 -3.94605 -1.77707
H 4.14244 -2.60543 -2.79075
H 1.23199 -3.33548 -2.24894
H 2.10685 -3.79577 -3.69261
H 0.64983 -1.60669 -3.75822
H 2.23300 -1.58687 -4.51490
H 1.50788 0.36793 -2.82006
H 3.17205 -0.17498 -2.92705
H -0.56320 -1.30004 3.79286
H -2.17479 -3.13989 3.72779
H -3.85576 -3.26746 1.90554
H -3.90498 -1.54364 0.16341
H -3.51843 2.58709 -1.06786
H -3.92472 3.89943 0.80796
H -2.33336 3.24578 1.08530
H -3.70355 3.20494 3.14595
H -3.29615 1.55761 2.67524
H -5.93324 2.96245 2.05622
H -5.70399 1.72722 3.28984
H -6.62207 0.72851 1.19024
H -5.03179 0.09176 1.57085
H -5.71705 2.30558 -0.41654
H -5.23208 0.68872 -0.86161
H -0.97497 -0.24560 -1.89574
H -1.64207 0.61567 -3.97561
H -1.80783 1.96013 -2.85741
H -3.72989 1.80575 -4.42026
H -4.29005 1.56817 -2.77788
H -3.74238 -0.62937 -4.81978
H -5.32315 -0.11704 -4.24237
H -4.53234 -2.20978 -3.11040
H -4.80867 -0.90618 -1.97181
H -2.12907 -1.79633 -3.12739
H -2.64997 -2.06578 -1.48803
F 0.65304 3.22924 -1.46765
As -0.13135 4.76232 -0.94748
F -0.17547 5.30562 -2.55185
F 1.39069 5.45335 -0.65199
F -1.00285 6.06123 -0.29551
F -0.03264 3.98960 0.66956
F -1.61258 3.87104 -1.18314
F 1.40535 -8.17478 1.68169
C 1.00932 -6.97058 1.32842
C 1.39664 -5.87177 2.08780
F 2.16031 -6.05213 3.15869
C 0.98560 -4.61620 1.71642
F 1.39051 -3.58368 2.44043
C 0.15810 -4.40864 0.59000
S -0.37146 -2.85893 0.16262
C -0.21097 -5.55339 -0.15358
F -0.98214 -5.43093 -1.21923
C 0.21141 -6.81205 0.20142
F -0.13507 -7.87605 -0.50986
```

This record from OMol25 describes a 2-piece molecular cluster, C11H14NO2 overall. The level of theory is the ωB97M-V functional and the def2-TZVPD basis.

Calculated values
- 2S+1 = 1
- relative energy (zero: lowest compared OMol25 entry of this formula, charge and spin) (eV) = 6.674
- HOMO-LUMO gap (eV) = 8.24
- charge = +1

```
28
C11H14NO2, DFT the ωB97M-V functional and the def2-TZVPD basis
C 3.90087 0.18914 0.41127
C 3.30752 -1.10731 0.39902
C 3.09053 1.23684 0.18159
C 1.88751 -1.21591 0.25755
C 1.71015 1.10056 0.04872
C -2.17790 -0.20794 -0.35979
C -0.85236 -0.58660 -0.80673
C -3.23219 -0.00124 0.45571
C 0.87767 2.40844 0.06996
C -0.46181 -1.53496 -1.82039
C -3.57438 -0.95086 1.57019
N 1.13045 -0.10009 0.05197
O -4.09134 1.02288 0.31099
O -1.31090 0.60291 -1.22665
H 4.92762 0.38631 0.55356
H 3.99529 -2.01852 0.51506
H 3.46506 2.18554 0.07945
H 1.25818 -2.03770 0.15358
H 0.13993 2.32141 -0.77832
H 0.29572 2.41962 1.00730
H 1.39052 3.33093 -0.17497
H 0.48980 -1.36995 -2.11858
H -0.41715 -2.67289 -1.55890
H -1.07239 -1.47072 -2.63401
H -2.81217 -1.84018 1.49728
H -4.67351 -1.21364 1.35496
H -3.65806 -0.57396 2.61573
H -3.53264 1.69790 -0.05558
```

This record from OMol25 describes a 12-piece molecular cluster, C14H41N12O24S overall. The level of theory is the ωB97M-V functional and the def2-TZVPD basis.

Calculated values
- 2S+1 = 1
- relative energy (zero: lowest compared OMol25 entry of this formula, charge and spin) (eV) = 1.091
- HOMO-LUMO gap (eV) = 7.23
- charge = +1

```
92
C14H41N12O24S, DFT the ωB97M-V functional and the def2-TZVPD basis
C 1.82314 -1.60219 -1.52780
C 1.02476 -2.91054 -1.80706
S -0.43010 -3.07281 -0.66941
C -1.97960 -2.66675 -1.59056
O -2.05677 -1.30403 -2.03820
N -1.04389 -0.53912 -1.47946
O -1.42610 0.18729 -0.65031
H 1.31518 -0.71595 -1.93777
H 2.77101 -1.68570 -2.07703
H 1.96942 -1.43807 -0.44847
H 0.71103 -2.98572 -2.85926
H 1.69917 -3.75185 -1.58110
H -0.26895 -2.15114 0.34311
H -2.85454 -2.89383 -0.96211
H -1.97831 -3.31019 -2.48588
C -1.13180 2.24855 -3.50290
N -0.19382 2.17504 -4.65039
O -0.66542 2.05826 -5.75352
O 0.98872 2.23688 -4.39180
H -2.14825 2.18003 -3.87673
H -0.90310 1.41661 -2.84506
H -0.96786 3.19992 -3.00422
C 0.09496 -3.02791 3.57994
N 0.25723 -4.17907 2.65231
O 1.31119 -4.27370 2.04970
O -0.67402 -4.94384 2.55275
H 1.00496 -2.43500 3.55654
H -0.75751 -2.44755 3.23273
H -0.08306 -3.42346 4.57348
C -0.06618 1.43983 2.02425
N 0.07256 0.73845 3.32675
O 1.18614 0.42942 3.68631
O -0.94599 0.51609 3.94407
H 0.91992 1.56684 1.58906
H -0.69267 0.81690 1.39099
H -0.52875 2.39892 2.21384
C 2.76175 4.40175 -5.52576
N 3.10821 5.82584 -5.76168
O 2.42007 6.66549 -5.22440
O 4.05648 6.04772 -6.47467
H 1.89940 4.35983 -4.87446
H 2.54048 3.95284 -6.48998
H 3.62185 3.92752 -5.06092
C 4.29336 1.27275 0.16260
N 3.33243 1.23854 -0.96707
O 3.72316 0.82747 -2.03854
O 2.20264 1.61693 -0.74291
H 5.25126 0.90532 -0.18293
H 4.37146 2.30419 0.49884
H 3.89266 0.63610 0.94358
C 1.22574 5.08013 -0.58731
N 1.35075 4.38164 0.71708
O 2.45718 4.07358 1.08609
O 0.32587 4.16574 1.33122
H 2.21604 5.20081 -1.01233
H 0.60082 4.46455 -1.22803
H 0.76349 6.04544 -0.39849
C 0.36478 -7.15801 0.52534
N 0.40361 -8.26060 -0.46763
O -0.32588 -8.17045 -1.43246
O 1.16258 -9.17032 -0.24541
H -0.35731 -6.41974 0.19634
H 0.07085 -7.58479 1.47964
H 1.36176 -6.72881 0.58004
C 5.83242 -2.47976 -0.72994
N 4.87838 -2.22175 0.37905
O 3.93320 -2.97139 0.49927
O 5.11130 -1.27102 1.08965
H 5.49932 -3.35468 -1.27760
H 5.83753 -1.59872 -1.36853
H 6.81051 -2.64861 -0.28734
C -4.31506 0.16576 0.26349
N -5.62936 0.44416 0.89222
O -5.78250 0.10858 2.04044
O -6.45255 0.99525 0.20079
H -3.67782 -0.32421 0.99331
H -4.49235 -0.47862 -0.59419
H -3.89280 1.11867 -0.04184
C -7.86235 4.18902 0.25830
N -6.75786 5.09449 -0.14668
O -7.02930 6.03003 -0.85959
O -5.65048 4.82707 0.26796
H -8.78624 4.54560 -0.18382
H -7.61496 3.19558 -0.10547
H -7.91951 4.20654 1.34319
C -0.93355 -0.77861 7.20081
N -0.91355 -2.03890 6.41821
O 0.02646 -2.79388 6.58616
O -1.84142 -2.22661 5.65900
H -0.04990 -0.74739 7.82887
H -0.93698 0.04416 6.48969
H -1.83879 -0.78285 7.80203
```

Energy per entry: -53112.8268 -176509.2722 -17207.3321 -92996.7645 eV